{
  "formula": "C30H20Cl3NO5S3Ti",
  "method": "ωB97M-V with the def2-TZVPD basis set",
  "total_charge": -1,
  "s2": 0.75,
  "spin_multiplicity": 2,
  "homo_ev": [-2.90, -4.16],
  "homo_lumo_gap_ev": [5.1, 6.4],
  "relative_energy_kcal_mol": 63.31,
  "elements": ["Ti", "O", "N", "C", "C", "C", "C", "C", "S", "H", "H", "H", "H", "Cl", "C", "C", "C", "Cl", "C", "O", "C", "Cl", "C", "H", "H", "O", "C", "O", "C", "C", "C", "C", "C", "C", "S", "H", "H", "H", "H", "O", "S", "C", "C", "C", "C", "C", "C", "C", "C", "C", "C", "C", "C", "H", "H", "H", "H", "H", "H", "H", "H", "H", "H"],
  "coordinates": [[1.0038, -0.1670, -0.2439], [2.6782, -0.0545, -1.0189], [3.4217, 1.0556, -1.0081], [4.6414, 0.9784, -0.4398], [5.5006, 2.0404, -0.4562], [5.0788, 3.2394, -1.0554], [3.8288, 3.3105, -1.6156], [2.9585, 2.1993, -1.6309], [1.4838, 2.1688, -2.4073], [4.8745, 0.0207, 0.0047], [6.4777, 1.9461, -0.0102], [5.7428, 4.0914, -1.0833], [3.4566, 4.2095, -2.0811], [2.2357, -3.7168, -6.2473], [1.5928, -2.7728, -4.9565], [1.9569, -3.0782, -3.6557], [1.4579, -2.3014, -2.6300], [1.8493, -2.6441, -0.9836], [0.6047, -1.1972, -2.8564], [0.1395, -0.4682, -1.8943], [0.2477, -0.9578, -4.2043], [-0.8154, 0.3576, -4.4963], [0.7279, -1.7260, -5.2432], [2.6144, -3.9045, -3.4393], [0.4337, -1.5118, -6.2573], [0.0743, 3.3845, 1.1134], [0.4331, 2.2430, 1.3434], [0.5656, 1.3429, 0.4126], [0.7235, 1.7801, 2.7316], [0.2359, 2.5874, 3.7623], [0.4275, 2.2606, 5.0869], [1.1514, 1.1135, 5.4039], [1.6645, 0.3224, 4.4015], [1.4629, 0.6218, 3.0451], [2.2232, -0.4391, 1.8964], [-0.3104, 3.4776, 3.4821], [0.0232, 2.8856, 5.8707], [1.3253, 0.8484, 6.4381], [2.2319, -0.5673, 4.6338], [-0.2877, -1.4091, 0.4935], [-1.4731, -1.5783, -0.4725], [-2.7074, -2.5009, 0.4182], [-3.5701, -3.2567, -0.3834], [-4.6174, -3.9454, 0.1808], [-4.8245, -3.8929, 1.5598], [-3.9656, -3.1450, 2.3562], [-2.9112, -2.4521, 1.8003], [-2.2161, 0.0415, -0.3007], [-2.2347, 0.6555, 0.9477], [-2.7995, 1.9096, 1.0744], [-3.3302, 2.5494, -0.0364], [-3.3062, 1.9291, -1.2779], [-2.7639, 0.6663, -1.4120], [-3.3923, -3.2862, -1.4497], [-5.2836, -4.5271, -0.4403], [-5.6437, -4.4369, 2.0052], [-4.1248, -3.1082, 3.4252], [-2.2207, -1.9042, 2.4209], [-1.7812, 0.1585, 1.7976], [-2.8100, 2.3967, 2.0377], [-3.7428, 3.5415, 0.0636], [-3.6874, 2.4458, -2.1466], [-2.7305, 0.1683, -2.3717]],
  "forces_ev_per_angstrom": [[1.117, -1.612, 1.669], [3.543, 0.723, -1.771], [0.275, 0.265, -0.132], [0.133, -0.083, 0.067], [0.005, -0.020, 0.006], [-0.395, -0.084, -0.149], [0.700, 0.150, 0.390], [-0.427, -0.450, -0.353], [0.003, 0.448, -0.396], [-0.113, 0.061, -0.013], [0.030, -0.051, 0.063], [0.012, 0.099, 0.017], [0.023, 0.023, -0.040], [0.180, -0.338, -0.458], [-0.167, 0.219, 0.325], [-0.090, 0.126, -0.009], [-0.318, 0.349, -0.502], [0.296, -0.905, -0.035], [0.088, -0.243, -0.614], [-0.945, -0.815, -1.925], [0.272, -0.255, 0.515], [-0.263, 0.230, -0.277], [0.113, -0.104, 0.169], [0.082, -0.070, -0.024], [0.018, 0.033, -0.115], [0.021, -0.351, 0.053], [-0.018, 0.962, 0.421], [-1.369, 3.893, 1.384], [0.042, -0.065, 0.249], [-0.074, -0.061, -0.029], [-0.047, 0.064, 0.121], [0.058, 0.034, -0.055], [-0.113, 0.052, 0.180], [-0.087, -0.024, -0.199], [0.519, -0.401, 0.322], [0.001, 0.047, -0.028], [-0.023, 0.067, 0.043], [-0.010, -0.034, 0.090], [0.049, -0.043, 0.045], [-2.087, -1.820, 0.703], [-0.604, 0.322, 0.503], [-0.676, -0.368, 0.387], [0.757, 0.519, 0.027], [-0.490, -0.226, 0.601], [0.212, 0.114, -0.421], [-0.252, -0.218, 0.140], [0.488, 0.012, -0.597], [-0.696, 0.159, -0.262], [0.036, -0.325, -0.063], [-0.058, -0.029, -0.008], [0.056, -0.126, -0.146], [-0.115, 0.299, 0.142], [0.259, -0.488, 0.062], [-0.027, -0.044, -0.106], [-0.014, -0.039, -0.053], [-0.075, -0.035, 0.039], [0.024, 0.003, 0.049], [0.073, 0.098, 0.082], [0.024, 0.135, -0.036], [0.067, 0.048, 0.076], [-0.027, 0.104, -0.002], [-0.057, 0.002, -0.062], [0.061, 0.071, -0.056]]
}